--- 1 ---
This record from the OMol25 dataset describes an isolated molecule of C5H9N. The level of theory is ωB97M-V/def2-TZVPD.

```
15
Properties=species:S:1:pos:R:3
C 2.60600 0.67131 1.34668
N 1.35600 0.24556 1.38876
C 0.85363 0.11587 -0.00121
C -0.50418 -0.12416 0.01016
C -1.19021 -0.18105 -1.34859
C -2.63335 -0.61046 -0.99786
H 3.36780 0.52306 2.11534
H 2.89607 1.17006 0.41248
H 1.25623 0.36865 -0.92743
H -0.97570 -0.63042 0.97097
H -0.53883 -0.97541 -1.92487
H -1.08401 0.70165 -2.02293
H -3.08689 0.02339 -0.14301
H -3.34097 -0.53309 -1.82921
H -2.77707 -1.59583 -0.42768
```

**E_LUMO**: 0.78 eV
**SMILES**: C=N/C=C/CC
**Orbital gap**: 9.34 eV
**Multiplicity**: 1

--- 2 ---
This record from the OMol25 dataset describes a structure of composition C5H9N. The level of theory is ωB97M-V/def2-TZVPD.

```
15
Properties=species:S:1:pos:R:3
C 0.06271 -0.76720 -0.86295
C -1.29987 -1.32865 -0.54152
C 0.83081 -0.14846 0.10555
C -0.27821 1.56061 0.03191
C 1.65837 -0.11181 1.10942
N 0.06998 2.34236 0.95807
H -0.33387 3.28463 0.91894
H -1.01547 1.84482 -0.74547
H 0.20213 -0.39566 -1.87459
H 1.01828 -1.79772 -0.69242
H 1.67747 0.82730 1.66238
H 2.33485 -0.92091 1.33962
H -2.05597 -0.57341 -0.75425
H -1.49495 -2.20494 -1.16061
H -1.37626 -1.61096 0.50592
```

**E_LUMO**: 1.04 eV
**Orbital gap**: 8.95 eV
**Multiplicity**: 1

--- 3 ---
This record from the OMol25 dataset describes an isolated molecule of C5H9N. The level of theory is ωB97M-V/def2-TZVPD.

```
15
Properties=species:S:1:pos:R:3
C 2.29934 1.00391 -0.14710
C 1.44876 0.37266 0.69086
C -0.02406 0.62709 0.78814
C -0.69211 -0.58545 0.23872
C -0.94958 -0.86174 -1.21144
N -2.07191 -0.64639 -0.21220
H 3.37197 0.78312 -0.08601
H 2.04961 1.78456 -0.82936
H 1.89722 -0.46099 1.23721
H -0.38309 1.48003 0.14191
H -0.32662 0.73260 1.82833
H -0.58703 -1.52450 0.88343
H -0.76714 -0.03467 -1.93545
H -0.87431 -1.91721 -1.59813
H -2.37140 0.34293 -0.31156
```

**E_LUMO**: 1.21 eV
**SMILES**: C=CC[C@@H]1CN1
**Orbital gap**: 10.55 eV
**Multiplicity**: 1

Quick one: least stable of them? 2

--- 1 ---
This record from the OMol25 dataset describes a cluster of 2 separate species, C3H5ClN2 in total. The level of theory is ωB97M-V/def2-TZVPD.

```
11
Properties=species:S:1:pos:R:3
C 1.60684 1.10110 -0.05874
C -1.94771 -1.31937 0.45490
C 2.32214 0.09993 -0.55484
N -0.84138 -1.67506 -0.03795
N 0.18815 -1.86610 -0.40860
Cl 3.69451 -0.58247 0.24017
H 0.90158 1.62121 -0.70156
H 1.65735 1.51032 0.91402
H -2.26194 -1.96718 1.26744
H -2.50981 -0.88569 -0.38985
H 2.36655 -0.11215 -1.51724
```

**E_LUMO**: 1.02 eV
**Orbital gap**: 9.71 eV
**Multiplicity**: 1

--- 2 ---
This record from the OMol25 dataset describes a cluster of 2 separate species, C3H5ClN2 in total. The level of theory is ωB97M-V/def2-TZVPD.

```
11
Properties=species:S:1:pos:R:3
C -1.35954 0.13640 0.11819
C 0.72839 0.34418 -1.34943
C -0.01625 0.45563 -0.04973
N -2.46129 -0.20260 0.26580
N 0.31477 -1.05099 1.60465
Cl 0.39651 1.92581 0.80120
H 1.68136 0.88564 -1.32229
H 0.93061 -0.71648 -1.37678
H 0.14082 0.67965 -2.15004
H -0.29449 -0.58159 2.26985
H -0.06089 -1.87566 1.18856
```

**E_LUMO (alpha / beta)**: -0.71 / -1.04 eV
**Orbital gap (alpha / beta)**: 8.51 / 9.06 eV
**Multiplicity**: 1

Quick one: least stable of them? 2

--- 1 ---
This record from the OMol25 dataset describes an isolated molecule of C4H11N2. The level of theory is ωB97M-V/def2-TZVPD.

```
17
Properties=species:S:1:pos:R:3
C 1.29865 -0.17114 -0.79974
C -0.04759 -0.96256 -0.64840
C -1.11612 -0.12012 0.10333
C -1.75782 0.83917 -0.57931
N -1.20345 -0.25405 1.47026
N 1.69241 0.63669 0.44966
H 2.04803 -1.09173 -0.75992
H 1.49303 0.40066 -1.68921
H -0.35492 -1.31054 -1.58955
H 0.02786 -1.89151 -0.00504
H -2.66833 1.35681 -0.38739
H -1.59394 1.24657 -1.59419
H -0.71824 -1.02367 1.80566
H -2.18274 -0.13937 1.86933
H 1.05188 0.13985 1.19319
H 2.68946 0.66485 0.67515
H 1.34181 1.68010 0.48616
```

**⟨S²⟩**: 0.75
**E_LUMO (alpha / beta)**: 0.19 / 0.36 eV
**Orbital gap (alpha / beta)**: 2.57 / 8.14 eV
**Multiplicity**: 2

--- 2 ---
This record from the OMol25 dataset describes an isolated molecule of C4H11N2. The level of theory is ωB97M-V/def2-TZVPD.

```
17
Properties=species:S:1:pos:R:3
C -1.05776 1.02911 -0.93520
C 0.53207 1.10010 -0.65366
C 0.82013 0.55697 0.74278
C 1.08844 -1.77359 1.44150
N 0.47336 -0.89428 0.72442
N -1.62780 -0.39002 -0.89866
H -1.56336 1.52913 -0.15053
H -1.29165 1.48493 -1.83774
H 0.92302 2.26520 -0.65532
H 1.13522 0.52103 -1.30886
H 0.29142 0.99692 1.57152
H 1.93450 0.56400 0.96230
H 1.96449 -1.67542 2.05251
H 0.88876 -2.87357 1.29899
H -2.57137 -0.33248 -0.67088
H -0.17438 -1.10396 0.01303
H -1.76508 -1.00408 -1.69620
```

**⟨S²⟩**: 0.75
**E_LUMO (alpha / beta)**: 0.97 / 0.95 eV
**Orbital gap (alpha / beta)**: 5.84 / 10.50 eV
**Multiplicity**: 2

--- 3 ---
This record from the OMol25 dataset describes a cluster of 2 separate species, C4H11N2 in total. The level of theory is ωB97M-V/def2-TZVPD.

```
17
Properties=species:S:1:pos:R:3
C 0.70642 -1.18475 -0.06018
C 1.43956 -0.12463 -0.50071
N 1.23781 1.18012 0.10682
N 0.92188 -2.48290 -0.57197
H -0.10203 -1.06882 0.62675
H 2.25846 -0.19017 -1.19932
H 1.52071 1.94675 -0.53493
H 0.22939 1.31849 0.30489
H 1.74729 1.32306 1.00589
H 1.88988 -2.60625 -0.84002
H 0.66362 -3.20827 0.08020
C -2.19730 1.28578 1.13087
C -2.28573 1.16876 -0.18606
H -2.86143 0.69662 1.73571
H -1.51969 1.93490 1.65092
H -2.96687 0.42816 -0.60267
H -1.70521 1.75111 -0.88419
```

**⟨S²⟩**: 0.75
**E_LUMO (alpha / beta)**: 0.85 / 0.83 eV
**Orbital gap (alpha / beta)**: 4.26 / 9.89 eV
**Multiplicity**: 2

Quick one: least stable of them? 1

--- 1 ---
This record from the OMol25 dataset describes a structure of composition C4H7OP. The level of theory is ωB97M-V/def2-TZVPD.

```
13
Properties=species:S:1:pos:R:3
C 0.47182 -1.23729 -0.38700
C 1.56651 -0.56671 -0.51838
C -0.70559 -0.56033 0.25278
C -0.63715 0.96455 0.27102
O -1.86320 1.52208 -0.44622
P 1.69759 1.12227 0.10729
H 0.36289 -2.21910 -0.67561
H 2.44459 -0.90895 -0.95176
H -1.68989 -0.91663 -0.26023
H -0.50260 -0.99790 1.30267
H -1.85771 1.36554 -1.32342
H -0.72857 1.40502 1.21141
H 1.44132 1.02744 1.41746
```

**E_LUMO**: 0.35 eV
**Orbital gap**: 9.35 eV
**Multiplicity**: 1

--- 2 ---
This record from the OMol25 dataset describes an isolated molecule of C4H7OP. The level of theory is ωB97M-V/def2-TZVPD.

```
13
Properties=species:S:1:pos:R:3
C -1.32799 0.77500 -0.10284
C -0.92447 0.82819 -1.30181
C -0.65183 0.00746 1.00982
C 0.76872 -0.40154 0.77403
O 2.51231 -0.21226 -1.51098
P 1.16432 -0.52525 -1.04121
H -2.14885 1.35192 0.41442
H -0.90877 1.43685 -2.14964
H -0.59168 0.78822 1.83315
H -1.29410 -0.85050 1.23611
H 1.70357 0.16395 1.03456
H 1.00580 -1.46630 1.17570
H 0.69298 -1.89574 -1.37130
```

**E_LUMO**: 0.51 eV
**Orbital gap**: 9.34 eV
**Multiplicity**: 1

Quick one: least stable of them? 1

--- 1 ---
This record from the OMol25 dataset describes the ion C5H10NO2 with charge -1. The level of theory is ωB97M-V/def2-TZVPD.

```
18
Properties=species:S:1:pos:R:3
C -1.94305 -1.21666 0.66566
C -0.58622 -1.34409 1.31466
N 0.22553 -0.10774 1.34831
C 0.98863 0.06413 0.09757
C 2.08546 1.10253 0.33689
C 0.08706 0.46967 -1.09845
O -0.72268 1.41038 -0.91957
O 0.29630 -0.19404 -2.14107
H -2.03470 -0.43049 -0.09068
H -2.72605 -1.06312 1.42867
H -2.23309 -2.15560 0.17800
H -0.57932 -1.75602 2.30418
H 0.05987 -2.03036 0.76252
H -0.35389 0.73159 1.30156
H 1.43183 -0.87032 -0.23286
H 2.84721 0.67998 0.99437
H 2.55492 1.32972 -0.62605
H 1.66604 2.01135 0.76716
```

**Total charge**: -1
**E_LUMO**: 4.18 eV
**SMILES**: CCN[C@H](C)C(=O)[O-]
**Orbital gap**: 7.94 eV
**Multiplicity**: 1

--- 2 ---
This record from the OMol25 dataset describes the ion C5H10NO2 with charge -1. The level of theory is ωB97M-V/def2-TZVPD.

```
18
Properties=species:S:1:pos:R:3
C -0.59492 0.52539 -2.10283
C -0.56892 -0.19536 -0.75741
C 0.14208 0.53965 0.37747
N 0.50846 -0.24634 1.54766
C -0.50543 -1.15357 2.14516
C 1.51569 1.10190 -0.19312
O 1.48505 2.29669 -0.56912
O 2.44749 0.27727 -0.31835
H -0.27421 1.56902 -2.09523
H -0.03046 0.03543 -2.89796
H -1.60334 0.56502 -2.54864
H -0.00448 -1.12126 -0.96183
H -1.55233 -0.64064 -0.55878
H -0.35018 1.44832 0.70640
H 1.31697 -0.79840 1.31056
H -0.67074 -2.00231 1.47039
H 0.07913 -1.63343 2.94521
H -1.33988 -0.56738 2.50042
```

**Total charge**: -1
**E_LUMO**: 3.87 eV
**SMILES**: CC[C@@H](NC)C(=O)[O-]
**Orbital gap**: 7.82 eV
**Multiplicity**: 1

Quick one: least stable of them? 2

--- 1 ---
This record from the OMol25 dataset describes a structure of composition CH4N2ORb. The level of theory is ωB97M-V/def2-TZVPD.

```
9
Properties=species:S:1:pos:R:3
Rb 0.71200 0.98855 -3.81445
C -0.09059 -0.18498 -0.07922
O -0.00692 -0.25835 -1.30916
N -1.20362 0.14482 0.62018
N 1.00350 -0.39381 0.72492
H -1.18101 0.19416 1.61890
H -1.99019 0.59053 0.18132
H 1.82278 -0.83120 0.34599
H 0.93406 -0.24972 1.71153
```

**Total charge**: +1
**E_LUMO**: -3.69 eV
**Orbital gap**: 9.94 eV
**Multiplicity**: 1

--- 2 ---
This record from the OMol25 dataset describes a structure of composition CH4N2ORb. The level of theory is ωB97M-V/def2-TZVPD.

```
9
Properties=species:S:1:pos:R:3
Rb -8.53938 14.51364 -9.89558
C -5.47398 17.07086 -8.95108
O -6.52378 16.45213 -9.23685
N -5.36783 18.39803 -8.94194
N -4.33294 16.48079 -8.51891
H -4.43434 18.76436 -8.91523
H -6.10476 19.06077 -9.10841
H -4.43978 15.48686 -8.39547
H -3.61300 17.03784 -8.10591
```

**Total charge**: +1
**E_LUMO**: -3.64 eV
**Orbital gap**: 9.98 eV
**Multiplicity**: 1

Quick one: least stable of them? 2

--- 1 ---
This record from the OMol25 dataset describes a cluster of 2 separate species, C2H7N2O in total. The level of theory is ωB97M-V/def2-TZVPD.

```
12
Properties=species:S:1:pos:R:3
C -2.71675 -0.03962 0.00220
C -1.24052 0.21473 -0.05902
N -0.35702 -0.57338 0.30158
N 3.46627 0.21875 -0.19099
O 2.39607 -0.69469 0.12038
H -3.32177 0.82252 0.25154
H -3.08330 -0.44602 -0.96465
H -2.94668 -0.81330 0.67757
H -1.07917 1.27862 -0.42780
H 0.58520 -0.29906 0.28151
H 4.02561 0.64352 0.69561
H 4.27207 -0.31207 -0.68792
```

**Total charge**: -1
**E_LUMO**: 3.93 eV
**Orbital gap**: 5.40 eV
**Multiplicity**: 1

--- 2 ---
This record from the OMol25 dataset describes the ion C2H7N2O with charge -1. The level of theory is ωB97M-V/def2-TZVPD.

```
12
Properties=species:S:1:pos:R:3
C -0.39631 0.35858 1.40706
C -0.79410 -0.04453 -0.05222
N 0.23454 0.48975 -0.94440
N 1.47120 -0.25894 -0.75711
O -0.16898 0.15214 -2.24066
H 0.04481 -0.47925 2.01758
H 0.25951 1.20174 1.41766
H -1.23756 0.54691 1.93094
H -1.08109 -1.05760 -0.03861
H -1.74682 0.46180 -0.25268
H 1.27237 -1.29387 -0.85247
H 2.14245 -0.07672 -1.63509
```

**Total charge**: -1
**E_LUMO**: 4.53 eV
**SMILES**: CCN(N)[O-]
**Orbital gap**: 6.16 eV
**Multiplicity**: 1

Quick one: least stable of them? 2